Entry 1:
DFT (ωB97M-V with the def2-TZVPD basis set) results for a cluster of 2 separate species, CH2ClNO2 in total.

Cartesian coordinates (Å):
C -0.151 -0.610 0.846
N 0.714 -1.665 0.465
O 0.310 -2.811 0.208
O 1.906 -1.291 0.375
Cl -1.678 -0.851 1.494
H 0.202 0.399 0.914
H -0.792 0.161 -1.135

Output
- Charge: 0
- Highest occupied orbital energy (alpha / beta): -11.20 / -10.06 eV
- E: -704.4703 a.u.
- Spin multiplicity: 1

Atomic partial charges in e from the natural (NBO) method, atoms 1 to 5:
1 C -0.11
2 N 0.42
3 O -0.36
4 O -0.36
5 Cl 0.12


Entry 2:
DFT (ωB97M-V with the def2-TZVPD basis set) results for the molecule C5H10O.

Cartesian coordinates (Å):
C 2.184 0.013 0.226
C 0.681 0.613 0.211
C -0.038 -0.295 -0.783
C -1.638 -0.285 -0.608
C -1.668 0.171 0.852
O -0.220 0.629 1.328
H 2.899 0.756 0.589
H 2.545 -0.217 -0.805
H 2.335 -0.922 0.780
H 0.877 1.660 -0.088
H 0.333 -0.080 -1.779
H 0.263 -1.305 -0.459
H -2.018 -1.315 -0.740
H -2.295 0.307 -1.290
H -1.754 -0.660 1.529
H -2.475 0.913 1.031

Output
- SMILES string: C[C@H]1CCCO1
- Charge: 0
- Highest occupied orbital energy: -9.48 eV
- E: -271.6873 a.u.
- Spin multiplicity: 1

Atomic partial charges in e from the natural (NBO) method, atoms 1 to 5:
1 C -0.63
2 C 0.10
3 C -0.41
4 C -0.45
5 C -0.08


Entry 3:
DFT (ωB97M-V with the def2-TZVPD basis set) results for a structure of composition C31H30Cl2N5O3Pd.

Cartesian coordinates (Å):
Pd 0.744 -1.042 -0.057
C -0.381 1.198 3.612
C -0.431 0.662 2.320
N 0.258 -0.406 1.974
C 1.060 -1.005 2.884
C 1.168 -0.542 4.195
C 0.419 0.595 4.546
C 2.033 -1.227 5.120
C 2.734 -2.312 4.738
C 2.643 -2.809 3.391
C 3.353 -3.933 2.931
C 3.217 -4.342 1.630
C 2.375 -3.617 0.778
N 1.703 -2.562 1.194
C 1.821 -2.154 2.475
H -0.963 2.077 3.847
H -1.045 1.120 1.553
H 0.487 0.987 5.553
H 2.108 -0.847 6.130
H 3.384 -2.825 5.435
H 4.004 -4.465 3.613
H 3.751 -5.200 1.250
H 2.241 -3.903 -0.257
C -3.977 -0.815 -0.617
N -2.730 -1.380 -1.116
C -2.140 -0.671 -2.243
C -2.035 -2.337 -0.469
O -0.790 -2.469 -0.620
N -2.696 -3.170 0.377
C -1.884 -3.996 1.260
C -3.991 -3.748 0.024
H -3.880 0.272 -0.594
H -4.178 -1.166 0.391
H -4.821 -1.066 -1.261
H -2.870 -0.613 -3.051
H -1.262 -1.197 -2.604
H -1.861 0.347 -1.963
H -1.036 -3.425 1.628
H -1.511 -4.887 0.749
H -2.499 -4.304 2.104
H -4.364 -3.321 -0.900
H -4.725 -3.588 0.814
H -3.872 -4.823 -0.126
Cl -2.312 4.057 -0.675
C -0.713 4.716 -0.866
C -0.242 5.601 0.086
C 1.050 6.090 -0.030
C 1.849 5.707 -1.091
C 1.350 4.839 -2.048
Cl 2.353 4.419 -3.391
C 0.062 4.314 -1.957
N -0.475 3.429 -2.916
C 0.140 2.258 -3.372
C 0.136 1.987 -4.743
C 0.672 0.820 -5.248
C 1.257 -0.102 -4.383
C 1.251 0.171 -3.028
C 0.677 1.322 -2.493
C 0.567 1.502 -0.997
C 1.904 1.498 -0.251
O 2.489 2.525 -0.017
O 2.320 0.292 0.086
H -0.880 5.892 0.909
H 1.434 6.775 0.714
H 2.859 6.078 -1.193
H -1.103 3.861 -3.575
H -0.282 2.728 -5.415
H 0.661 0.639 -6.314
H 1.712 -1.006 -4.761
H 1.739 -0.543 -2.363
H -0.030 0.654 -0.574
H -0.006 2.385 -0.730

Output
- Charge: +1
- Highest occupied orbital energy (alpha / beta): -10.20 / -10.20 eV
- E: -2746.9018 a.u.
- Spin multiplicity: 3

Atomic partial charges in e from the Löwdin method, atoms 1 to 5:
1 Pd 1.08
2 C -0.01
3 C -0.08
4 N 0.04
5 C -0.14


Entry 4:
DFT (ωB97M-V with the def2-TZVPD basis set) results for the molecule C6H10N2.

Cartesian coordinates (Å):
C 1.121 1.277 0.071
C -0.518 1.437 0.062
N -1.265 0.270 -0.515
C -1.994 -0.748 0.379
C -0.788 -1.066 -0.579
C 0.487 -1.090 0.295
N 1.999 -1.133 0.189
C 1.405 -0.063 -0.360
H 1.375 1.530 1.003
H 1.591 2.072 -0.511
H -0.673 2.240 -0.594
H -0.740 1.600 1.084
H -1.716 -0.905 1.478
H -3.123 -0.762 0.035
H -0.990 -1.646 -1.476
H 0.225 -1.143 1.409
H 2.491 -1.745 -0.545
H 1.112 -0.125 -1.424

Output
- SMILES string: C1CN2C[C@@H]2[C@H]2N[C@H]12
- Charge: 0
- Highest occupied orbital energy: -8.61 eV
- E: -343.9270 a.u.
- Spin multiplicity: 1

Atomic partial charges in e from the natural (NBO) method, atoms 1 to 5:
1 C -0.41
2 C -0.20
3 N -0.43
4 C -0.29
5 C -0.08


Entry 5:
DFT (ωB97M-V with the def2-TZVPD basis set) results for a structure of composition C38H52AsN4O3Si2Ta.

Cartesian coordinates (Å):
Ta 0.108 -0.509 -0.483
C -3.995 -1.953 0.686
C -4.059 -1.158 -0.593
C -5.264 -0.592 -0.995
C -5.369 0.100 -2.190
C -4.264 0.218 -3.020
C -3.044 -0.343 -2.656
C -1.862 -0.256 -3.591
C -2.948 -0.995 -1.423
N -1.677 -1.598 -1.070
C -1.725 -2.978 -1.264
O -2.704 -3.633 -1.496
C -0.397 -3.587 -1.209
C -0.164 -4.911 -1.491
C 1.150 -5.354 -1.532
C 2.173 -4.440 -1.318
C 1.833 -3.138 -1.038
N 0.573 -2.716 -0.962
C 2.820 -2.067 -0.889
O 3.992 -2.280 -1.025
N 2.232 -0.816 -0.640
C 3.289 0.191 -0.606
C 3.603 0.866 -1.787
C 2.950 0.519 -3.100
C 4.668 1.761 -1.781
C 5.435 1.945 -0.642
C 5.182 1.176 0.482
C 4.131 0.266 0.504
C 4.007 -0.693 1.655
H -4.789 -1.649 1.368
H -3.037 -1.835 1.192
H -4.126 -3.014 0.468
H -6.138 -0.714 -0.363
H -6.321 0.523 -2.492
H -4.353 0.726 -3.976
H -2.174 0.126 -4.563
H -1.407 -1.235 -3.752
H -1.087 0.411 -3.203
H -1.008 -5.560 -1.682
H 1.374 -6.389 -1.757
H 3.221 -4.703 -1.373
H 1.902 0.249 -2.995
H 3.464 -0.343 -3.535
H 3.050 1.340 -3.808
H 4.925 2.280 -2.699
H 6.266 2.639 -0.652
H 5.831 1.250 1.347
H 4.393 -0.256 2.572
H 4.608 -1.580 1.435
H 2.980 -1.010 1.814
C -1.664 -1.718 4.240
Si -0.285 -1.733 2.993
C -0.460 -3.290 1.976
C 1.355 -1.842 3.862
C -0.330 -0.178 1.854
C -1.652 0.397 1.478
C -2.751 0.718 2.270
C -3.759 1.490 1.724
C -3.667 1.935 0.404
C -2.592 1.519 -0.339
N -1.625 0.762 0.199
Si 0.452 1.428 2.683
C 2.282 1.572 2.777
C -0.115 2.930 1.721
C -0.241 1.502 4.410
H -1.533 -2.599 4.878
H -2.656 -1.797 3.783
H -1.644 -0.841 4.892
H -0.746 -4.117 2.636
H 0.492 -3.567 1.508
H -1.231 -3.220 1.206
H 1.273 -2.589 4.659
H 1.676 -0.907 4.326
H 2.148 -2.180 3.192
H -2.799 0.390 3.298
H -4.617 1.761 2.328
H -4.423 2.570 -0.037
H -2.483 1.780 -1.378
H 2.750 1.575 1.795
H 2.738 0.794 3.386
H 2.500 2.535 3.255
H 0.257 2.890 0.694
H 0.302 3.823 2.197
H -1.203 3.044 1.694
H 0.158 0.701 5.040
H -1.330 1.457 4.449
H 0.064 2.453 4.862
C 0.545 2.554 -4.132
As 0.502 2.810 -2.239
C -1.004 3.939 -1.936
C 2.020 3.751 -1.573
O 0.335 1.334 -1.416
H 1.043 1.631 -4.400
H 1.078 3.399 -4.568
H -0.480 2.549 -4.495
H -0.741 4.913 -2.351
H -1.202 4.038 -0.871
H -1.881 3.558 -2.454
H 2.574 4.175 -2.409
H 2.660 3.070 -1.016
H 1.661 4.549 -0.925

Output
- Charge: +2
- Highest occupied orbital energy: -13.73 eV
- E: -4795.4348 a.u.
- Spin multiplicity: 1

Atomic partial charges in e from the Löwdin method, atoms 1 to 5:
1 Ta 2.02
2 C -0.01
3 C -0.21
4 C -0.03
5 C -0.05